Entry 1:
A cluster of 2 separate species, C5H11NS in total in a non-equilibrium geometry. Source: the OMol25 dataset; level of theory: wB97M-V/def2-TZVPD.

Each line ends with the Löwdin charge.
Atoms and positions in Å:
S 0.680 -0.586 0.791  0.864
N 0.344 0.745 0.019  -0.509
C -2.127 -0.538 -1.216  -0.212
C -1.253 -0.486 -2.188  -0.023
C -0.156 1.812 0.944  -0.214
C -2.874 -0.632 -0.209  -0.004
C 2.714 -1.014 0.950  -0.176
H 0.549 2.626 0.853  0.063
H -0.957 2.190 0.438  0.027
H 2.946 -0.676 1.953  0.020
H -1.157 -1.161 -2.965  0.026
H -2.395 -1.097 0.530  0.008
H 2.525 -2.057 0.767  0.008
H 2.994 -0.425 0.192  -0.035
H 0.602 -1.318 -0.388  -0.012
H -0.519 0.330 -2.315  0.065
H -0.377 1.462 1.876  0.019
H -3.895 -0.243 -0.097  0.084

DFT total energy	-649.82831	Eh
ΔE to the lowest compared entry with this formula, charge and spin	132.2	kcal per mole
lowest unoccupied orbital energy	0.678	eV

---

Entry 2:
A structure of composition C29H30CdN3S. Source: the OMol25 dataset; level of theory: wB97M-V/def2-TZVPD.

Each line ends with the Löwdin charge.
Atoms and positions in Å:
Cd -0.831 -0.495 -0.890  1.384
S -4.849 1.229 -2.071  1.045
N 1.611 -0.631 -0.631  0.081
N -0.249 -0.508 1.416  0.061
N -0.888 1.776 -1.708  -0.002
C -1.642 4.423 -1.956  -0.038
C 2.174 -2.184 -2.394  -0.218
C -1.723 -1.448 3.066  -0.209
C -2.809 1.060 3.600  -0.034
C -4.065 -1.092 -1.338  -0.244
C 1.549 0.174 2.945  0.016
C -1.259 -0.305 2.403  -0.223
C 2.475 -1.013 -1.694  -0.224
C -2.890 -0.300 -1.374  -0.327
C 2.963 -2.534 -3.480  -0.033
C -3.155 0.988 -1.767  -0.571
C 1.004 -3.037 -1.974  -0.052
C -2.590 3.420 -1.985  -0.023
C -1.788 0.961 2.664  -0.218
C 0.020 2.752 -1.686  -0.142
C 0.987 -0.345 1.657  -0.267
C 3.852 1.104 -1.362  -0.022
C 4.024 -1.735 -3.869  -0.057
C 3.545 -0.191 -2.071  -0.205
C 4.308 -0.576 -3.167  -0.034
C -5.184 -0.401 -1.697  -0.412
C 3.231 -1.393 1.055  0.015
C -1.264 2.178 1.954  -0.020
C -3.288 -0.058 4.261  -0.059
C -1.112 -2.793 2.776  -0.031
C -2.742 -1.303 3.997  -0.034
C 1.951 -0.770 0.588  -0.272
C -2.191 2.088 -1.843  -0.326
C -0.303 4.089 -1.797  -0.052
H -4.091 0.042 4.978  0.111
H 4.884 1.397 -1.543  0.088
H -3.640 3.655 -2.095  0.096
H 0.058 -2.588 -2.303  0.052
H 2.741 -3.444 -4.024  0.119
H 3.717 -1.925 0.240  0.098
H -6.197 -0.767 -1.764  0.071
H -1.785 3.072 2.291  0.089
H -0.195 2.329 2.125  0.078
H -1.695 -3.587 3.237  0.084
H 3.029 -2.086 1.872  0.100
H -1.945 5.458 -2.053  0.118
H -4.101 -2.137 -1.065  0.090
H 1.931 -0.645 3.560  0.105
H 3.927 -0.640 1.431  0.101
H 2.378 0.857 2.756  0.100
H -3.228 2.036 3.814  0.116
H 3.211 1.907 -1.733  0.072
H 0.465 4.848 -1.764  0.110
H -3.110 -2.177 4.520  0.117
H 4.629 -2.014 -4.721  0.112
H 5.139 0.048 -3.471  0.118
H 0.778 0.685 3.516  0.088
H -1.413 2.085 0.879  0.055
H -1.059 -2.977 1.702  0.070
H 1.068 -4.025 -2.425  0.088
H 3.705 1.037 -0.286  0.062
H 0.966 -3.162 -0.891  0.069
H 1.052 2.436 -1.582  0.086
H -0.094 -2.849 3.173  0.081

DFT total energy	-1853.08569	Eh
ΔE to the lowest compared entry with this formula, charge and spin	0.0	kcal per mole
total charge	+1
lowest unoccupied orbital energy	-3.380	eV

---

Entry 3:
A structure of composition C5H8O. Source: the OMol25 dataset; level of theory: wB97M-V/def2-TZVPD.

Each line ends with the Löwdin charge.
Atoms and positions in Å:
O 1.303 -1.083 -0.193  -0.090
C 0.989 -0.179 -1.304  -0.162
C -0.280 -0.963 -1.519  -0.054
C 0.116 -1.721 -0.495  -0.160
C -1.168 1.105 1.140  -0.073
C 0.013 1.171 1.756  -0.072
H 0.702 0.336 1.836  0.044
H -1.517 0.221 0.601  0.036
H 1.734 -0.280 -2.095  0.119
H 0.915 0.853 -0.947  0.108
H 0.314 2.104 2.232  0.047
H -1.080 -0.927 -2.241  0.092
H -1.841 1.956 1.158  0.044
H -0.200 -2.593 0.071  0.122

DFT total energy	-270.43739	Eh
ΔE to the lowest compared entry with this formula, charge and spin	75.6	kcal per mole
lowest unoccupied orbital energy	1.208	eV

---

Entry 4:
A cluster of 24 separate species, C81H223N13O33 in total in a non-equilibrium geometry. Source: the OMol25 dataset; level of theory: wB97M-V/def2-TZVPD.

Each line ends with the Löwdin charge.
Atoms and positions in Å:
O -2.999 -3.296 5.466  -0.219
O -6.167 -5.777 7.606  -0.204
O 1.352 -3.269 -3.321  -0.182
O 0.233 2.041 -1.796  -0.169
O 6.004 0.247 1.900  -0.141
O -3.494 3.159 -7.542  -0.209
O -2.002 5.658 -3.425  -0.130
O 8.114 1.407 -6.188  -0.189
O -6.194 -1.487 -1.939  -0.128
O -2.744 1.372 -3.254  -0.174
O -0.699 6.980 -7.863  -0.173
O 4.289 2.259 -3.079  -0.203
O 0.497 -5.265 5.024  -0.187
O 3.384 -0.632 1.166  -0.145
O 2.363 11.375 0.721  -0.168
O -4.405 2.747 -0.283  -0.219
O -3.628 -8.267 3.502  -0.176
O 1.683 7.059 -0.705  -0.192
O 7.083 -6.516 2.533  -0.217
O -1.640 -6.130 -1.127  -0.157
O -0.497 4.344 2.629  -0.132
O 0.212 0.080 -6.784  -0.184
O -7.725 -5.005 2.332  -0.106
O -6.655 -5.919 -1.222  -0.109
O -5.380 -0.714 2.573  -0.207
O 2.044 -1.560 6.315  -0.165
O 0.873 2.655 4.513  -0.115
O 0.568 -10.177 -0.410  -0.122
O 4.362 8.512 -1.369  -0.175
O -3.415 0.479 9.363  -0.187
O -1.233 0.664 5.183  -0.146
O -1.181 -2.105 0.750  -0.231
O 2.825 -6.359 -0.463  -0.210
N 6.031 -6.202 -0.109  -0.090
N -7.772 3.995 -1.194  0.013
N -3.841 -8.064 6.928  -0.070
N 6.388 -0.097 -3.234  -0.071
N 3.615 7.273 1.451  0.090
N -4.028 -0.102 -0.809  -0.056
N 4.731 10.046 0.884  -0.045
N -1.905 -5.024 -3.785  0.042
N -0.780 2.749 -7.654  -0.057
N -0.382 4.865 -5.721  0.053
N 2.076 -3.239 4.009  -0.044
N -1.898 -1.037 7.371  -0.067
N 0.806 -0.083 0.625  -0.047
C 3.917 -5.750 -1.281  -0.139
C 7.097 -5.459 3.574  -0.056
C -1.515 -3.466 0.525  -0.092
C -0.304 -1.886 1.903  -0.137
C 4.763 11.456 0.404  -0.190
C 1.300 1.834 -0.873  -0.173
C 5.888 9.358 0.278  -0.219
C -5.653 -2.737 -2.114  -0.199
C -3.848 0.328 7.995  -0.219
C 1.086 -9.117 0.367  -0.164
C 1.963 5.908 0.122  -0.153
C 1.861 -2.167 -2.556  -0.066
C 0.865 1.341 0.529  -0.183
C 7.267 -6.889 0.137  -0.224
C -2.878 -8.779 4.622  -0.188
C 0.585 6.948 -1.581  -0.112
C 0.369 2.095 -8.131  -0.256
C 5.093 0.096 -2.601  -0.190
C -1.496 4.827 3.482  -0.174
C 3.496 12.169 0.948  -0.235
C -0.464 -4.735 -3.983  -0.397
C 2.019 5.349 -5.734  -0.046
C 4.192 3.612 -2.798  -0.120
C -2.912 -0.062 -3.099  -0.182
C 0.931 -0.795 -5.822  -0.058
C -1.754 -2.678 5.433  -0.219
C -4.283 -6.832 6.281  -0.201
C 5.683 1.632 2.160  -0.135
C -0.113 -4.750 -5.442  -0.057
C -2.880 -8.052 2.354  -0.132
C 1.002 1.258 -7.098  -0.228
C 9.238 1.156 -7.018  -0.101
C -5.411 -0.373 1.197  -0.178
C -4.047 -0.715 0.514  -0.149
C 2.208 2.301 4.396  -0.159
C -4.777 -5.697 7.219  -0.171
C -0.657 -6.006 5.295  -0.120
C -6.193 0.094 3.388  -0.114
C 3.247 -2.640 4.639  -0.170
C -3.474 3.010 0.754  -0.091
C 4.224 7.869 -2.647  -0.094
C -1.436 3.337 -8.781  -0.201
C 7.974 -6.376 1.424  -0.205
C -3.673 -9.130 5.900  -0.179
C 6.512 0.639 -4.503  -0.166
C -5.873 4.031 -2.676  -0.047
C -5.611 3.477 -0.111  -0.166
C -2.715 1.593 -4.629  -0.134
C -2.868 -0.420 -1.620  -0.182
C 1.670 -5.513 -0.397  -0.116
C 3.537 -1.973 0.799  -0.146
C -6.405 -4.556 2.157  -0.152
C 0.603 2.607 -3.038  -0.109
C -0.836 7.238 -9.267  -0.100
C 3.909 4.925 1.234  -0.083
C -3.349 -0.996 7.454  -0.197
C 2.886 -1.244 5.279  -0.225
C 1.169 12.075 0.867  -0.134
C -0.024 -3.395 -3.260  -0.209
C 0.611 5.898 -6.118  -0.348
C 5.691 8.976 -1.180  -0.232
C 0.477 6.207 -7.604  -0.204
C 5.210 -6.647 -1.230  -0.170
C 2.311 -4.626 3.598  -0.173
C -3.553 -3.548 4.158  -0.049
C -1.981 4.890 -2.230  -0.162
C 4.978 1.534 -2.073  -0.208
C -5.344 -6.270 -1.446  -0.194
C -4.105 1.592 9.983  -0.082
C -2.266 0.947 4.318  -0.157
C -7.110 -5.290 6.617  -0.097
C -1.693 -7.509 -1.453  -0.144
C -2.684 4.096 -8.300  -0.190
C -6.489 3.343 -1.438  -0.405
C 3.352 6.115 0.569  -0.457
C 1.582 -0.386 6.926  -0.113
C -1.392 -2.353 6.906  -0.126
C 1.006 -5.407 3.724  -0.217
C 7.928 0.499 -5.173  -0.250
C -4.724 3.756 -7.084  -0.085
C 0.202 -0.429 1.913  -0.159
H 4.432 1.547 -1.129  0.100
H -2.071 1.832 3.712  0.066
H -1.111 5.253 4.409  0.083
H -1.982 0.059 -1.203  0.112
H 1.144 -5.500 -1.352  0.072
H 1.153 3.545 -2.971  0.072
H 0.920 0.167 6.260  0.065
H 3.645 12.337 2.014  0.116
H -6.331 -3.487 2.356  0.070
H 4.985 1.961 1.390  0.051
H -3.596 1.150 7.326  0.107
H 0.280 7.847 -2.117  0.094
H 5.977 8.446 0.868  0.090
H -1.836 -3.944 1.451  0.071
H 0.011 -5.576 -3.477  0.124
H 4.263 -0.158 -3.260  0.114
H -2.177 -0.653 -3.646  0.107
H -4.682 -6.451 -0.599  0.072
H -1.557 -0.881 8.309  0.113
H 2.613 1.917 5.332  0.076
H 10.141 1.004 -6.427  0.088
H -0.271 6.811 -0.920  0.078
H 1.885 5.033 -0.522  0.111
H -5.038 3.379 -2.932  0.058
H -2.186 -8.852 2.098  0.076
H 2.239 5.434 -4.670  0.046
H 4.579 -2.250 0.962  0.091
H -1.363 5.240 -4.006  0.000
H 3.566 -5.524 -2.288  0.109
H -2.123 -8.079 4.980  0.078
H -6.567 4.089 -3.515  0.075
H 9.065 0.422 -7.804  0.087
H -8.196 3.581 -0.376  0.058
H -1.388 -5.955 4.489  0.074
H 5.004 -7.692 -0.997  0.116
H 2.831 3.164 4.163  0.077
H -3.910 2.907 1.748  0.085
H -2.659 2.681 -4.673  0.085
H -5.900 1.139 3.289  0.080
H 0.236 -5.079 3.025  0.106
H 0.067 -0.338 -0.015  0.106
H 1.857 0.813 -7.607  0.123
H -1.459 2.142 -7.218  0.112
H 6.458 -5.764 4.402  0.077
H 2.853 5.851 -6.225  0.075
H 0.291 1.406 -8.972  0.133
H -3.251 4.497 -9.139  0.116
H 3.188 7.548 -2.757  0.073
H -2.643 4.030 -2.326  0.062
H 0.350 1.890 4.762  0.043
H -2.161 -5.813 -4.362  0.082
H -4.089 0.906 -0.785  0.084
H -2.076 5.589 2.961  0.080
H -3.852 -2.560 3.808  0.084
H -5.607 0.696 1.107  0.099
H 0.965 12.309 1.912  0.083
H 8.029 -0.532 -5.511  0.117
H -0.565 -2.530 -3.645  0.102
H 2.470 -0.431 0.951  0.002
H 3.768 4.095 -3.678  0.076
H -5.179 1.408 10.007  0.083
H 1.224 1.962 -3.659  0.076
H -8.118 -4.719 3.160  0.068
H 3.511 3.764 -1.960  0.060
H 1.623 -1.220 -3.041  0.073
H -7.168 -5.896 5.713  0.072
H 3.324 4.575 2.085  0.077
H -1.742 1.265 -4.992  0.076
H 1.116 -6.458 3.458  0.123
H 1.947 -4.504 -0.093  0.066
H 8.303 -5.337 1.390  0.114
H -0.881 -2.096 2.804  0.100
H -5.078 -7.039 5.564  0.115
H -0.785 4.014 -9.334  0.102
H -8.452 3.626 -1.844  0.069
H 2.466 -0.590 4.515  0.100
H -5.377 4.540 -0.059  0.123
H 3.970 4.079 0.550  0.059
H 0.409 6.756 -5.476  0.140
H 0.101 -10.749 0.203  0.070
H -1.653 -8.104 -0.541  0.068
H 6.414 8.182 -1.368  0.114
H -4.562 4.488 -6.292  0.083
H -0.416 -5.741 -5.779  0.078
H -3.895 2.452 9.346  0.084
H -4.709 -4.655 6.907  0.097
H -7.212 -6.304 -1.903  0.087
H 3.793 -0.764 5.646  0.126
H -4.923 0.470 7.885  0.116
H -3.775 -1.158 6.464  0.116
H -0.291 3.997 -6.230  0.035
H -0.865 -7.809 -2.095  0.076
H -2.343 -7.104 2.403  0.078
H -1.790 -1.784 4.810  0.093
H -0.044 1.881 0.791  0.115
H -0.058 7.901 -9.644  0.086
H -4.486 -4.089 4.315  0.065
H 6.754 -4.481 3.237  0.079
H 7.095 0.205 -2.579  0.102
H -4.898 -5.458 -2.022  0.060
H 3.953 6.086 -0.340  0.130
H -0.610 -3.957 0.168  0.063
H 3.148 7.034 2.314  0.074
H -3.061 1.217 5.012  0.080
H -4.781 -2.669 -2.764  0.067
H 0.971 -4.699 -5.548  0.087
H -5.277 2.950 -6.602  0.086
H 1.344 1.852 -6.250  0.111
H 4.121 -4.750 -0.900  0.101
H -2.192 4.024 3.724  0.054
H -3.679 -1.858 8.033  0.125
H -0.265 2.848 -3.652  0.065
H -0.451 -7.049 5.536  0.087
H -0.651 0.239 2.036  0.099
H 0.391 -8.852 1.163  0.068
H -3.199 -9.932 6.466  0.111
H 0.527 -2.586 1.821  0.097
H 3.935 -2.375 3.837  0.107
H -3.518 -7.961 1.475  0.082
H -5.406 -3.189 -1.153  0.067
H 5.951 1.971 -1.849  0.127
H 0.967 -5.827 0.373  0.075
H -1.756 2.619 -9.536  0.124
H 5.688 -6.509 -2.200  0.115
H -6.165 -4.705 1.105  0.068
H 7.913 -6.773 -0.733  0.115
H 8.119 -5.441 3.952  0.080
H 0.612 6.147 -2.319  0.066
H -0.698 -4.016 -5.994  0.086
H 4.786 11.483 -0.686  0.114
H 2.307 0.379 7.204  0.090
H -5.210 4.296 -7.896  0.085
H -6.862 -4.283 6.282  0.075
H -3.342 -6.529 5.822  0.089
H 1.513 -2.228 -1.525  0.072
H -2.323 -9.652 4.278  0.118
H 2.188 4.287 -5.912  0.063
H 5.205 -0.161 1.557  0.006
H 0.355 11.381 0.657  0.086
H -5.400 4.962 -2.365  0.081
H -2.577 -7.639 -2.078  0.070
H 1.401 -3.219 4.760  0.083
H 0.070 3.804 3.184  0.024
H 4.578 8.472 -3.484  0.085
H -1.750 -3.161 7.544  0.121
H -2.342 -3.463 -0.185  0.081
H 2.717 -4.627 2.586  0.104
H -3.167 -0.376 1.062  0.104
H -1.552 0.215 5.969  0.026
H -2.415 -4.301 -4.272  0.079
H -3.714 1.739 10.990  0.088
H -2.169 5.439 -1.307  0.075
H -2.714 -1.498 -1.579  0.105
H -8.128 -5.234 7.004  0.083
H -4.019 -1.801 0.434  0.106
H 6.820 9.881 0.494  0.111
H -1.151 -5.699 6.217  0.094
H -2.959 3.970 0.716  0.083
H 5.044 -0.567 -1.737  0.105
H 5.521 -6.331 0.753  0.104
H 2.061 1.187 -1.310  0.110
H 2.299 1.689 3.498  0.065
H 3.341 -2.055 -0.270  0.051
H 3.464 13.132 0.437  0.114
H 5.140 4.090 -2.550  0.093
H -4.572 -8.383 7.547  0.103
H 5.151 1.613 3.112  0.066
H -0.904 6.305 -9.825  0.074
H -5.517 -0.896 -1.603  0.008
H -1.287 5.181 -6.039  0.060
H -2.571 0.111 3.688  0.069
H 1.162 2.812 -8.342  0.129
H 8.908 -6.929 1.519  0.109
H 5.956 9.759 -1.889  0.113
H -1.587 -5.663 -1.964  -0.001
H -7.247 0.029 3.116  0.086
H 1.284 -0.309 -4.913  0.055
H -1.734 7.803 -9.517  0.086
H 0.161 -1.467 -5.442  0.063
H -6.220 -0.162 4.447  0.081
H 2.028 -9.393 0.842  0.080
H -6.269 -0.788 0.668  0.122
H 0.793 -0.218 2.804  0.114
H -6.408 -3.340 -2.619  0.082
H -3.553 1.168 -5.181  0.098
H -2.904 -4.070 3.455  0.076
H 1.550 1.807 1.238  0.116
H -5.679 -5.019 2.825  0.058
H 4.583 7.211 1.731  0.045
H -2.646 2.305 0.673  0.082
H 1.793 -1.308 -6.249  0.094
H 0.523 5.261 -8.144  0.104
H 5.006 10.151 1.850  0.102
H 7.146 -7.972 0.163  0.110
H 1.258 -8.322 -0.358  0.063
H -0.364 -3.419 -2.225  0.104
H 5.841 0.196 -5.240  0.120
H -6.236 3.236 0.749  0.113
H 3.696 -3.297 5.383  0.118
H 9.363 2.099 -7.551  0.085
H 8.762 0.624 -4.483  0.115
H 6.504 2.343 2.239  0.079
H 4.924 5.208 1.513  0.087
H 6.250 1.680 -4.312  0.105
H -0.312 -2.272 7.030  0.098
H 4.796 6.943 -2.716  0.070
H 1.236 5.964 0.932  0.131
H 1.368 6.758 -7.906  0.121
H 5.617 12.025 0.770  0.107
H 1.050 12.934 0.207  0.086
H -4.195 -5.804 8.135  0.119
H 1.876 2.758 -0.816  0.088
H 2.937 -2.320 -2.467  0.081
H 3.033 -5.127 4.243  0.114
H -1.019 -3.294 4.916  0.100
H -4.660 -9.539 5.683  0.115
H 0.922 -0.543 7.779  0.083
H -6.689 2.294 -1.656  0.128
H 2.902 -2.628 1.395  0.055
H -2.485 5.005 -7.733  0.100
H -0.990 4.449 -2.128  0.051
H -3.864 -0.400 -3.509  0.116
H -5.364 -7.138 -2.105  0.082

DFT total energy	-6413.85773	Eh
lowest unoccupied orbital energy	0.426	eV

---

Entry 5:
A structure of composition CH6OSi in a non-equilibrium geometry. Source: the OMol25 dataset; level of theory: wB97M-V/def2-TZVPD.

Each line ends with the Löwdin charge.
Atoms and positions in Å:
Si 0.008 -0.945 0.432  0.626
O 0.822 1.438 -0.810  -0.208
C -0.683 0.598 -0.348  -0.235
H 1.347 -1.194 -0.102  -0.069
H 0.609 -0.667 1.706  -0.101
H -1.162 -2.024 0.464  -0.041
H -1.361 1.278 0.081  0.034
H 1.324 1.117 -0.062  -0.034
H -0.904 0.399 -1.361  0.029

DFT total energy	-406.32417	Eh
ΔE to the lowest compared entry with this formula, charge and spin	77.3	kcal per mole
lowest unoccupied orbital energy	0.849	eV